Entry 1:
ORCA calculation (ωB97M-V/def2-TZVPD) on a structure of composition C16H38BBaF6N2O16P2 in a non-equilibrium geometry.

Results
Relative energy (zero: lowest compared OMol25 entry of this formula, charge and spin) ... 0.000 eV
E ... -89193.77991 eV
Frontier orbital gap ... 8.163 eV

Geometry as ORCA input:
```
! RIJCOSX wB97M-V def2-TZVPD def2/J DEFGRID3
* xyz 1 1
Ba 35.1247 -35.9809 10.0308
P 35.9182 -39.3855 12.0389
P 32.8147 -39.1860 9.2263
F 35.3808 -39.0116 16.9651
F 34.4571 -40.7858 17.8143
F 27.8123 -33.1494 16.8565
F 33.7788 -38.8499 18.5767
F 28.7799 -35.0600 16.4349
F 29.9307 -33.1898 16.6695
O 32.2616 -40.2968 16.3817
O 34.5312 -40.0225 12.5775
O 33.0473 -38.2992 15.6979
O 32.4019 -30.8320 12.6647
O 33.9813 -38.2772 9.3302
O 32.5260 -40.0288 10.5827
O 28.5783 -34.6105 13.9966
O 36.2725 -40.2884 10.8019
O 37.0030 -39.8669 13.1582
O 33.2898 -34.0652 17.5827
O 32.4609 -29.4761 11.0046
O 28.5955 -32.3072 14.2021
O 33.0652 -40.2435 8.0765
O 34.1249 -32.4309 16.5022
O 35.9286 -37.9367 11.8379
O 31.4671 -38.4394 8.8275
N 32.2278 -30.5545 11.4762
N 33.4287 -33.4093 16.5626
C 28.8387 -36.2155 12.2672
C 31.6748 -31.6932 10.6306
C 34.2417 -39.5068 17.4865
C 34.4346 -41.3792 13.0866
C 30.5767 -37.7995 9.7072
C 28.6400 -33.4551 14.6839
C 30.7511 -38.0257 15.0384
C 31.2863 -40.6749 10.8321
C 33.0949 -39.4193 16.4425
C 32.1958 -38.2644 14.5177
C 33.8278 -41.4307 8.3107
C 32.6771 -33.7997 15.3462
C 36.9281 -39.3062 14.4393
C 28.8026 -33.7615 16.2125
C 28.5292 -34.7434 12.5938
C 37.3459 -39.9810 9.9439
B 32.7945 -35.4197 11.7282
H 37.1028 -40.1976 8.9032
H 32.6014 -37.5191 13.8327
H 33.5400 -36.1864 11.9773
H 33.1975 -34.7099 10.9909
H 34.2851 -41.8970 7.4407
H 28.4868 -36.3736 11.2478
H 29.3081 -34.0705 12.2306
H 27.5480 -34.3507 12.3251
H 29.6318 -38.3365 9.6243
H 30.4152 -36.8238 9.2492
H 30.7615 -37.1398 15.6723
H 30.9533 -37.6953 10.7230
H 30.6600 -40.0317 11.4510
H 37.4695 -38.8971 9.9341
H 31.4370 -41.5801 11.4203
H 31.6700 -34.0846 15.6387
H 32.5300 -34.8796 12.6576
H 34.6212 -41.2384 9.0362
H 33.2821 -34.5318 14.8153
H 32.4045 -39.1388 13.8980
H 37.9018 -38.9298 14.7554
H 31.8632 -35.8566 11.3176
H 33.6023 -41.4280 13.7879
H 31.6737 -31.4131 9.5792
H 30.3438 -38.9179 15.5081
H 30.6855 -40.9924 9.9791
H 36.7082 -40.0859 15.1683
H 29.9154 -36.3533 12.3586
H 30.1717 -37.7365 14.1607
H 28.2882 -36.8314 12.9773
H 32.2427 -32.6096 10.7875
H 32.5648 -32.9375 14.6897
H 30.6856 -32.0127 10.9566
H 35.3428 -41.6843 13.6040
H 38.2146 -40.5705 10.2324
H 36.2237 -38.4812 14.5456
H 34.1863 -41.9904 12.2195
H 33.2774 -42.1987 8.8565
*
```

Here are the Löwdin charges for atoms 1 to 6, given in e: number 1, Ba, carries 1.933; number 2, P, carries 0.423; number 3, P, carries 0.442; number 4, F, carries 0.148; number 5, F, carries 0.170; number 6, F, carries 0.181


Entry 2:
ORCA calculation (ωB97M-V/def2-TZVPD) on a cluster of 2 separate species, C29H38BCl2F2NO11 in total in a non-equilibrium geometry.

Results
E ... -85850.14310 eV
Frontier orbital gap ... 5.815 eV

Geometry as ORCA input:
```
! RIJCOSX wB97M-V def2-TZVPD def2/J DEFGRID3
* xyz 0 1
Cl 0.6400 3.4359 0.4985
Cl -3.8696 3.0944 -0.0090
F -3.3177 -0.4867 3.4836
F -2.1545 -1.3906 -3.0922
O 3.4842 -0.1420 -9.1084
O 4.6938 -3.5583 -6.5970
O 4.4802 -5.3631 -5.2697
O 6.0605 0.4145 -7.9335
O 5.5005 -1.2727 -6.5533
O 4.3962 3.5176 4.7348
O 2.1203 4.0663 4.6187
O 3.6884 -2.0142 -5.1239
O -0.7505 -0.9764 0.8537
O 3.3949 -1.7275 -7.5134
O 3.2499 -3.4718 -3.4680
N -2.9861 0.2970 1.1614
C 3.2646 3.2755 6.9231
C 3.2721 3.6169 5.3509
C -0.7809 0.3164 0.1741
C -1.7570 1.2030 1.1571
C -1.1430 3.6591 0.1713
C -2.1288 2.6466 0.4777
C -0.8699 1.2338 2.5302
C -3.1035 -0.3047 -0.0553
C -0.1404 -4.9566 -0.6063
C 1.0033 -2.8279 0.3975
C 4.3192 -4.1827 -5.4780
C -0.0355 -0.1523 -2.8230
C 3.9789 -0.7199 -8.1685
C -1.3063 2.3941 3.5709
C -1.2258 -0.9543 -2.0234
C -1.5697 5.0761 -0.5282
C -1.8820 0.1204 -1.0172
C -0.1723 3.5029 3.8759
C 0.0456 -4.0792 0.7722
C -4.2238 -1.3106 -0.6107
C 5.2826 -0.4383 -7.5740
C -3.9630 0.0439 2.2686
C -4.7948 1.3412 2.7399
C -4.0704 -3.8167 0.8910
C 3.6969 -3.2259 -4.5667
C -4.0817 -2.7553 0.1189
C 0.6122 -1.4345 1.1057
C 1.4300 -0.7763 -2.5793
C 1.2897 2.9123 4.1984
B 4.3197 -2.1432 -6.4477
H -0.8518 -1.9208 -1.5297
H 1.0831 -2.7869 -0.7474
H 0.7487 -4.8382 -1.3306
H -0.9694 -3.7096 1.1671
H 1.8218 2.5042 3.2415
H -0.5151 4.0814 4.8310
H 0.2014 0.7890 -0.1809
H -5.2782 1.2342 3.7898
H -4.2283 2.3362 2.6591
H -0.2752 -0.0361 -3.9501
H -5.6976 1.4295 2.0029
H -2.2630 2.9621 3.2720
H -0.1713 -6.0920 -0.3342
H -5.2542 -0.8646 -0.2863
H 1.4323 -0.6459 0.8781
H -0.1478 4.3131 3.0384
H -2.1116 1.0041 -1.7147
H -2.4419 5.5929 0.0083
H 1.3272 2.1347 5.0440
H 1.5806 -1.8454 -3.0008
H -4.2704 -1.4070 -1.7529
H 4.3637 3.2279 7.2946
H 2.0704 -3.1003 0.7823
H 1.6798 -0.8222 -1.4390
H -0.9343 0.2296 3.1201
H 2.7569 2.2741 7.1887
H 2.2478 -0.0822 -3.0395
H 0.0013 0.9388 -2.4042
H -1.1228 -4.6787 -1.1500
H -1.5456 1.8859 4.5953
H -4.1983 -4.6436 1.6866
H 0.6288 -4.7285 1.5469
H 0.6886 -1.6224 2.2575
H -0.6330 5.7637 -0.6299
H 0.2518 1.3128 2.2191
H -1.8545 4.8016 -1.6235
H 2.7397 4.0871 7.5720
H -4.7557 -0.7650 1.9911
*
```

Here are the Löwdin charges for atoms 1 to 6, given in e: number 1, Cl, carries 0.680; number 2, Cl, carries 0.630; number 3, F, carries -0.048; number 4, F, carries -0.094; number 5, O, carries 0.146; number 6, O, carries 0.245


Entry 3:
ORCA calculation (ωB97M-V/def2-TZVPD) on the molecule C28H26N2O5.

Results
SMILES ... CCOc1cccc([C@H]2/C(=C(/O)c3ccc4c(c3)C[C@@H](C)O4)C(=O)C(=O)N2Cc2cccnc2)c1
Relative energy (zero: lowest compared OMol25 entry of this formula, charge and spin) ... 0.000 eV
E ... -42676.37015 eV
Frontier orbital gap ... 8.367 eV

Geometry as ORCA input:
```
! RIJCOSX wB97M-V def2-TZVPD def2/J DEFGRID3
* xyz 0 1
O -5.2692 -2.3849 0.9822
O -0.7037 -4.1717 -0.8843
O -3.2286 -4.3053 -0.1404
O 1.4309 2.1385 0.6818
O 3.8171 0.1790 -1.2778
N -5.2338 2.0640 -2.1251
N -3.5986 -0.9047 0.5059
C 0.6543 1.1666 1.2188
C -2.2844 -0.8394 -0.1010
C -3.1443 -3.0843 -0.0509
C 2.6557 -0.5088 -1.2777
C -3.6101 3.4120 -1.0183
C -4.1708 -2.1324 0.5413
C -1.0285 -0.8805 2.0757
C 0.4309 -1.0224 -1.9151
C 0.8524 0.5718 2.4602
C 0.4014 -2.0688 -0.9977
C -3.5242 2.4886 0.0109
C -4.2334 0.2852 1.0224
C -0.0006 -0.4355 2.8823
C -2.0104 -2.2840 -0.4265
C 2.6406 -1.5629 -0.3618
C -0.4149 0.7466 0.4265
C 3.4666 3.2974 0.3290
C 1.5299 -2.3583 -0.2263
C 1.5602 -0.2383 -2.0781
C -1.2313 -0.2894 0.8330
C -4.3151 1.3475 -0.0375
C 3.9625 -1.5816 0.3459
C 2.6511 2.4746 1.3136
C -4.4818 3.1500 -2.0644
C 4.7493 -0.4855 -0.4085
C -5.1528 1.1906 -1.1394
C -0.8231 -2.8573 -0.7854
C 5.8874 -1.0584 -1.2462
H 1.5084 -3.1753 0.4777
H 5.5020 -1.8144 -1.9268
H -5.2314 -0.0211 1.3508
H -2.3303 -0.2126 -1.0031
H 1.6562 0.8875 3.1065
H -3.6656 0.6574 1.8841
H -3.0112 4.3095 -1.0099
H 4.4573 -2.5500 0.2684
H 3.1981 1.5612 1.5829
H -1.5800 -4.5884 -0.6600
H 6.6372 -1.5063 -0.5998
H 4.4058 3.5982 0.7850
H 0.1546 -0.8856 3.8515
H -5.7856 0.3167 -1.2283
H -1.6711 -1.6852 2.4004
H -0.4374 -0.8358 -2.5281
H 5.1442 0.2796 0.2700
H 3.8422 -1.3459 1.4054
H 2.9109 4.1843 0.0380
H 2.4551 3.0488 2.2305
H 1.5882 0.5669 -2.7933
H -0.5634 1.2323 -0.5249
H -4.5851 3.8359 -2.8948
H 3.6698 2.7052 -0.5596
H 6.3502 -0.2680 -1.8313
H -2.8500 2.6473 0.8415
*
```

Here are the Löwdin charges for atoms 1 to 6, given in e: number 1, O, carries 0.102; number 2, O, carries 0.135; number 3, O, carries 0.095; number 4, O, carries -0.043; number 5, O, carries 0.003; number 6, N, carries 0.065


Entry 4:
ORCA calculation (ωB97M-V/def2-TZVPD) on a structure of composition C12H25ClI2NP2Ti in a non-equilibrium geometry.

Results
Expectation value of S² ... 0.75
Relative energy (zero: lowest compared OMol25 entry of this formula, charge and spin) ... 0.000 eV
E ... -84744.82860 eV
Frontier orbital gap (spin up / spin down) ... 6.547 / 6.418 eV

Geometry as ORCA input:
```
! RIJCOSX wB97M-V def2-TZVPD def2/J DEFGRID3
* xyz 2 2
I -0.7692 -3.3299 -3.9979
I -0.6610 -0.2382 -2.7331
Ti -0.2256 -0.8524 -0.2600
Cl 0.0171 -2.4916 1.2872
P 2.1615 -1.3049 -0.9272
P -2.7401 -1.2974 -0.1493
N 0.1169 1.0031 0.7041
C 0.1790 1.3204 2.0379
C 0.6255 3.2757 0.1666
C -3.3924 -0.4397 1.3037
C 2.7780 -3.0070 -0.7646
C 3.1799 -0.4231 0.3116
C 0.5597 2.5848 2.4651
C -3.1582 -3.0464 0.2027
C 0.3615 1.9769 -0.2097
C 0.7489 3.5911 1.5163
C 2.7292 -0.7393 -2.5705
C -3.8279 -0.8486 -1.5442
C 1.1069 4.9830 1.8903
H -0.0552 0.5146 2.7246
H -3.5550 0.1702 -1.8553
H 3.8264 -0.8085 -2.6162
H 0.6523 4.0801 -0.5808
H 3.0137 0.6648 0.2744
H -2.4951 -3.4199 0.9862
H -4.2023 -3.0663 0.5329
H 3.8770 -2.9849 -0.7730
H 2.4226 0.3002 -2.7324
H 1.3111 5.5308 0.9724
H 1.9955 5.0357 2.5252
H -4.8804 -0.8775 -1.2315
H 4.2365 -0.6383 0.1107
H 2.4245 -3.4330 0.1823
H -4.4721 -0.6190 1.3634
H 2.9264 -0.7720 1.3201
H 2.4140 -3.6331 -1.5922
H -3.1898 0.6385 1.2061
H -2.8845 -0.8162 2.2001
H 0.2625 1.6906 -1.2724
H -3.6531 -1.5539 -2.3687
H 2.2761 -1.3695 -3.3480
H -3.0288 -3.6276 -0.7175
H 0.6966 2.8005 3.5374
H 0.2912 5.4772 2.4231
*
```

Here are the Löwdin charges for atoms 1 to 6, given in e: number 1, I, carries 0.109; number 2, I, carries 0.550; number 3, Ti, carries 0.129; number 4, Cl, carries 0.192; number 5, P, carries 0.686; number 6, P, carries 0.675